Record 1
Computed, not measured: a cluster of 3 separate species, C25H44N2O6 in total in a non-equilibrium geometry, with the ωB97M-V functional and the def2-TZVPD basis.

The geometry in XYZ format:
```
77
Properties=species:S:1:pos:R:3:forces:R:3
C -0.904 -3.561 0.186 -0.853 0.791 -0.664
C 0.097 -2.550 -0.570 0.495 -0.536 0.527
C 0.223 -1.217 0.331 0.610 -0.590 0.615
C -0.240 -2.297 -2.129 0.381 0.612 -0.172
C -1.228 -1.064 -2.423 -1.109 -0.114 0.253
C -2.579 -1.173 -1.539 -1.543 -1.014 0.783
C -3.047 0.017 -0.651 -1.153 -0.901 0.319
N -4.211 0.067 0.172 2.750 -4.082 -3.611
C -4.881 -1.205 0.090 -1.963 -1.265 0.836
C -6.206 -1.365 0.950 -0.188 -3.145 -1.062
C -7.017 -2.688 1.003 3.140 1.090 -1.572
C -6.529 -3.938 0.184 3.249 3.005 -1.394
C -5.264 -3.784 -0.692 -1.891 1.713 2.291
C -4.438 -2.431 -0.744 -0.720 -0.381 0.283
N -3.279 -2.416 -1.596 -0.612 4.486 2.433
H -0.447 -4.091 1.091 -0.439 0.680 -1.464
H -1.335 -4.279 -0.601 0.706 0.712 1.445
H -1.801 -2.940 0.579 1.391 -1.141 -0.597
H 1.142 -3.057 -0.544 -1.694 0.801 -0.223
H 0.229 -0.233 -0.248 -0.064 -1.387 0.835
H -0.607 -1.234 1.133 1.160 0.354 -1.416
H 1.215 -1.296 0.927 -1.600 0.352 -0.997
H 0.766 -2.061 -2.651 -1.630 -0.259 0.729
H -0.666 -3.212 -2.678 0.591 1.183 1.186
H -0.755 -0.032 -2.230 -0.646 -1.687 -0.260
H -1.535 -1.107 -3.541 0.478 0.145 1.861
H -2.384 0.964 -0.660 -1.257 -1.702 0.043
H -6.570 -0.457 1.556 0.720 -1.640 -1.111
H -7.958 -2.794 1.659 1.763 0.390 -1.209
H -7.048 -4.957 0.166 0.688 1.862 0.224
H -4.869 -4.674 -1.309 -0.694 1.728 1.107
C 4.675 -0.664 -0.380 0.149 0.043 -0.214
O 4.992 -0.768 -1.753 -0.229 0.115 -0.008
C 4.054 -1.576 -2.457 0.639 0.161 -0.155
C 4.128 -1.294 -3.954 -0.378 0.009 0.111
O 3.411 -0.118 -4.336 0.268 0.004 0.160
C 4.030 1.123 -3.994 -0.072 -0.019 -0.313
C 5.232 1.453 -4.872 0.214 -0.161 0.540
O 6.390 0.763 -4.411 -0.066 -0.122 -0.164
C 7.413 0.727 -5.386 -0.139 -0.047 0.254
H 4.662 -1.653 0.090 -0.099 0.004 0.108
H 5.439 -0.051 0.102 -0.019 -0.090 -0.120
H 3.705 -0.171 -0.254 -0.083 -0.099 0.124
H 3.037 -1.382 -2.097 -0.054 0.001 -0.027
H 4.311 -2.625 -2.269 -0.188 -0.135 -0.043
H 3.631 -2.116 -4.477 -0.069 0.092 0.064
H 5.158 -1.263 -4.314 0.065 0.073 0.244
H 4.279 1.162 -2.932 0.233 -0.063 -0.086
H 3.265 1.885 -4.171 0.018 -0.099 -0.096
H 5.440 2.528 -4.824 -0.133 0.096 -0.128
H 5.014 1.170 -5.908 -0.073 0.036 -0.032
H 7.077 0.176 -6.272 0.040 0.107 -0.101
H 8.271 0.204 -4.961 -0.119 0.074 0.047
H 7.717 1.741 -5.665 0.035 0.005 -0.132
C -4.478 3.252 3.306 0.229 -0.035 0.202
O -3.283 2.751 3.871 0.059 0.108 -0.204
C -2.809 1.594 3.186 0.144 0.238 0.551
C -1.332 1.365 3.487 -0.107 -0.019 -0.351
O -0.469 2.190 2.702 -0.143 0.120 0.218
C -0.410 3.565 3.083 0.283 -0.155 -0.017
C 0.376 3.797 4.368 -0.590 0.072 0.134
O -0.438 3.529 5.505 0.125 -0.174 -0.013
C 0.329 3.357 6.681 -0.241 0.017 -0.182
H -5.268 2.495 3.339 -0.076 0.021 -0.129
H -4.794 4.120 3.888 0.086 -0.123 0.022
H -4.304 3.572 2.273 -0.134 -0.085 -0.083
H -2.950 1.707 2.106 0.003 -0.078 -0.010
H -3.393 0.736 3.541 0.011 -0.172 -0.188
H -1.086 0.337 3.202 -0.019 0.092 -0.098
H -1.111 1.463 4.551 -0.188 0.161 0.010
H -1.409 4.004 3.132 0.027 -0.047 0.255
H 0.119 4.068 2.268 0.054 -0.115 0.048
H 0.695 4.845 4.421 0.170 0.023 -0.118
H 1.258 3.147 4.375 0.052 0.007 -0.070
H 0.989 2.488 6.582 0.128 0.071 0.043
H -0.356 3.176 7.511 -0.002 0.062 -0.134
H 0.916 4.255 6.895 0.122 -0.032 0.058
```
Forces are in eV/Å.

Summary:
Gap between HOMO and LUMO in eV: 7.78
Largest force on an atom in eV/A: 6.10
SMILES: CC(C)CCc1cnc2ccccc2n1.COCCOCCOC.COCCOCCOC

Table of Löwdin atomic charges, one value per atom, all in e: -0.109, -0.379, -0.092, -0.176, -0.153, -0.178, -0.045, 0.075, -0.182, -0.008, -0.072, -0.071, -0.009, -0.171, 0.110, 0.082, 0.076, 0.064, 0.122, 0.071, 0.068, 0.082, 0.102, 0.114, 0.102, 0.123, 0.118, 0.094, 0.090, 0.088, 0.099, -0.107, -0.203, -0.197, -0.172, -0.138, -0.175, -0.198, -0.206, -0.111, 0.087, 0.089, 0.082, 0.109, 0.128, 0.126, 0.120, 0.121, 0.125, 0.125, 0.127, 0.087, 0.089, 0.086, -0.109, -0.206, -0.198, -0.171, -0.142, -0.175, -0.198, -0.206, -0.112, 0.084, 0.088, 0.088, 0.105, 0.127, 0.115, 0.121, 0.121, 0.125, 0.125, 0.127, 0.087, 0.088, 0.086

=====

Record 2
Computed, not measured: a structure of composition C25H44OP2Sn in a non-equilibrium geometry, with the ωB97M-V functional and the def2-TZVPD basis.

The geometry in XYZ format:
```
73
Properties=species:S:1:pos:R:3:forces:R:3
Sn 0.884 -0.118 1.158 1.370 0.165 1.368
C 3.900 1.727 0.227 0.120 0.307 -0.048
C 2.914 2.755 0.204 0.048 -0.037 -0.034
C 3.494 2.375 2.399 0.040 0.224 0.103
C 4.271 1.508 1.584 -0.016 -0.202 -0.096
C 2.662 3.155 1.546 0.176 0.124 0.113
C 4.476 1.039 -0.949 -0.093 -0.279 -0.228
H 3.785 1.058 -1.803 0.251 0.015 0.224
H 4.709 -0.008 -0.711 -0.004 0.292 -0.102
H 5.416 1.520 -1.273 -0.259 -0.101 0.133
C 5.255 0.522 2.079 0.320 -0.119 -0.194
H 5.794 0.062 1.243 -0.084 0.034 0.301
H 4.778 -0.280 2.669 0.075 0.265 -0.127
H 5.993 1.012 2.729 -0.160 -0.143 -0.053
C 3.564 2.458 3.872 -0.186 -0.009 0.331
H 4.446 3.036 4.194 -0.197 -0.162 -0.089
H 3.648 1.457 4.324 0.036 0.303 -0.115
H 2.674 2.955 4.280 0.306 -0.139 -0.032
C 1.728 4.210 1.994 -0.359 0.068 -0.061
H 2.260 5.154 2.192 -0.079 -0.233 -0.034
H 1.225 3.917 2.926 0.137 0.124 -0.203
H 0.965 4.414 1.233 0.180 0.020 0.205
C 2.266 3.325 -1.000 -0.219 -0.083 -0.264
H 2.775 4.246 -1.327 -0.076 -0.195 0.134
H 1.216 3.587 -0.809 0.312 -0.017 0.005
H 2.296 2.624 -1.844 0.047 0.197 0.195
C -2.705 -2.900 -2.207 0.664 -0.080 -0.890
C -2.060 -2.221 -3.174 -0.413 -1.361 0.166
C -2.709 -1.299 -4.153 -0.201 0.318 -0.334
C -3.915 -0.492 -3.611 -0.002 -0.209 -0.934
C -3.792 0.069 -2.234 -0.824 0.149 0.952
C -4.243 -0.494 -1.092 -0.202 0.730 -0.974
C -4.721 -1.902 -0.937 -0.267 -0.349 -0.074
C -4.180 -2.922 -1.972 -0.654 -0.246 0.365
H -3.063 -1.884 -5.020 0.181 0.167 0.190
H -4.823 -1.101 -3.713 0.247 0.353 0.118
H -1.964 -0.602 -4.568 -0.104 -0.171 0.165
H -4.739 -2.834 -2.910 0.276 -0.084 0.272
H -2.144 -3.587 -1.562 -0.068 0.192 -0.344
H -1.016 -2.475 -3.397 -0.311 0.095 0.289
H -4.415 -3.922 -1.571 -0.043 0.286 -0.201
H -4.481 -2.260 0.079 -0.061 0.159 -0.242
H -4.381 0.122 -0.194 0.387 -0.125 -0.307
H -5.824 -1.911 -0.996 0.293 -0.052 0.101
H -4.047 0.367 -4.288 -0.082 -0.330 0.167
H -3.451 1.108 -2.231 -0.155 -0.235 0.184
P 0.157 -1.693 -0.666 -0.330 1.424 1.165
C 0.584 -3.411 -0.869 0.009 -0.751 -0.460
C 0.449 -0.638 -2.114 -0.051 -0.126 -0.800
P -1.627 0.129 1.057 1.256 -0.464 -0.600
C -1.565 -1.327 -0.100 -0.635 -0.059 -0.285
C -1.971 1.633 0.114 -0.503 0.334 -0.031
C -2.797 -0.022 2.397 -0.481 -0.138 0.349
H 0.547 -3.932 0.098 -0.096 0.266 -0.237
H 1.616 -3.469 -1.252 -0.344 0.061 0.120
H -0.089 -3.903 -1.586 0.289 0.035 0.207
H -0.438 -0.589 -2.762 0.464 0.030 0.176
H 1.290 -1.072 -2.678 -0.274 0.191 0.029
H 0.732 0.386 -1.821 -0.098 -0.458 0.114
H -3.790 -0.290 2.015 0.163 0.065 0.196
H -2.853 0.954 2.903 -0.014 -0.299 -0.161
H -2.457 -0.774 3.122 -0.094 0.139 -0.289
H -2.048 -2.212 0.347 0.246 0.379 -0.103
H -2.113 -1.046 -1.002 -0.101 -0.271 0.406
H -2.123 2.444 0.847 0.097 -0.235 -0.283
H -2.878 1.522 -0.488 0.314 0.249 0.279
H -1.130 1.908 -0.541 -0.223 -0.219 0.240
C 1.662 -1.721 3.840 0.415 -0.149 0.753
C 0.632 -1.782 2.769 -0.703 0.670 -1.455
O -0.293 -2.556 2.645 0.758 0.175 0.589
H 2.338 -0.863 3.674 -0.327 -0.426 0.087
H 2.264 -2.644 3.844 -0.235 0.159 0.116
H 1.180 -1.601 4.824 0.151 -0.208 -0.225
```
Forces are in eV/Å.

Summary:
Gap between HOMO and LUMO (alpha / beta) in eV: 4.71 / 4.73
Charge: +2
Largest force on an atom in eV/A: 1.94

Table of Löwdin atomic charges, one value per atom, all in e: 0.890, -0.166, -0.162, -0.169, -0.166, -0.165, 0.004, 0.084, 0.096, 0.126, 0.011, 0.090, 0.103, 0.115, 0.009, 0.122, 0.097, 0.089, 0.008, 0.124, 0.095, 0.086, 0.005, 0.125, 0.087, 0.082, -0.136, -0.153, -0.168, -0.175, -0.112, -0.151, -0.166, -0.164, 0.133, 0.112, 0.111, 0.113, 0.095, 0.102, 0.127, 0.110, 0.097, 0.135, 0.124, 0.100, 0.720, -0.215, -0.250, 0.714, -0.501, -0.241, -0.214, 0.068, 0.071, 0.049, 0.026, 0.072, 0.014, 0.057, 0.070, 0.060, 0.086, -0.003, 0.069, 0.012, 0.042, -0.095, -0.572, -0.029, 0.029, 0.104, 0.104

=====

Record 3
Computed, not measured: a structure of composition C25H45BBiClF4P in a non-equilibrium geometry, with the ωB97M-V functional and the def2-TZVPD basis.

The geometry in XYZ format:
```
78
Properties=species:S:1:pos:R:3:forces:R:3
Bi 0.762 2.701 5.012 0.170 0.235 0.326
P -0.091 0.456 -0.397 -0.677 -0.331 0.765
Cl -0.251 3.445 2.850 -0.289 0.223 -0.518
C -0.815 -0.161 1.228 1.702 4.695 -0.183
H -0.054 0.094 1.992 -0.237 0.162 -0.193
H -1.652 0.551 1.401 0.255 -0.021 -0.171
C 1.731 0.734 -0.410 0.070 0.204 0.002
C -0.872 2.124 -0.539 0.251 -0.074 0.056
C 2.309 0.801 -1.839 -0.026 0.064 -0.200
H 1.838 1.734 0.052 -0.098 -0.228 -0.066
C 3.784 1.220 -1.814 -0.088 -0.006 0.181
H 2.223 -0.187 -2.318 0.057 0.272 0.186
H 1.746 1.506 -2.470 0.138 -0.207 0.181
C 4.632 0.312 -0.916 -0.078 -0.101 -0.010
H 4.175 1.212 -2.838 -0.018 0.047 0.130
H 3.848 2.255 -1.451 0.004 -0.075 -0.030
C 4.023 0.129 0.480 -0.185 0.252 -0.116
H 4.734 -0.670 -1.396 -0.042 0.070 0.029
H 5.642 0.728 -0.825 -0.063 -0.083 -0.041
C 2.535 -0.255 0.440 0.179 -0.246 0.093
H 4.577 -0.638 1.032 -0.109 0.146 -0.040
H 4.122 1.068 1.041 0.026 -0.082 -0.010
H 2.438 -1.260 0.004 -0.024 0.189 0.140
H 2.143 -0.303 1.466 0.059 -0.088 -0.301
C -0.654 -0.684 -1.722 0.031 0.234 -0.210
C -2.385 2.061 -0.807 -0.099 0.040 -0.045
H -0.725 2.522 0.484 -0.030 -0.180 -0.207
C -3.006 3.454 -0.619 0.156 -0.016 0.120
H -2.570 1.715 -1.836 0.029 0.082 0.195
H -2.883 1.347 -0.137 0.169 0.152 -0.146
C -2.323 4.522 -1.481 0.031 -0.105 -0.117
H -4.075 3.407 -0.855 0.111 0.052 0.062
H -2.915 3.735 0.440 -0.018 -0.075 -0.135
C -0.795 4.509 -1.351 -0.004 -0.056 0.210
H -2.593 4.360 -2.533 0.016 -0.021 0.048
H -2.702 5.513 -1.207 0.019 -0.110 -0.077
C -0.189 3.107 -1.501 -0.029 0.081 -0.185
H -0.348 5.174 -2.100 -0.066 -0.026 0.128
H -0.514 4.899 -0.361 -0.039 -0.066 -0.130
H -0.309 2.761 -2.540 0.027 0.085 0.189
H 0.891 3.168 -1.305 -0.292 -0.025 -0.030
C 0.144 -1.999 -1.745 0.027 -0.036 -0.141
H -1.691 -0.922 -1.420 0.242 0.070 0.052
C -0.544 -3.010 -2.673 -0.103 0.226 0.072
H 1.165 -1.808 -2.112 -0.252 -0.017 0.022
H 0.248 -2.419 -0.732 -0.049 -0.183 0.055
C -0.811 -2.456 -4.082 0.171 -0.005 0.024
H 0.076 -3.912 -2.741 -0.164 0.101 0.056
H -1.499 -3.307 -2.217 0.150 0.004 0.009
C -1.433 -1.053 -4.085 -0.012 0.000 0.187
H 0.132 -2.429 -4.643 -0.045 0.041 0.073
H -1.474 -3.142 -4.621 0.109 0.061 -0.011
C -0.721 -0.079 -3.134 0.063 0.148 -0.137
H -1.420 -0.636 -5.099 -0.062 -0.086 0.094
H -2.486 -1.126 -3.779 0.095 0.026 -0.023
H 0.297 0.125 -3.502 -0.265 -0.099 0.069
H -1.255 0.882 -3.133 0.150 -0.268 -0.052
C 0.333 -2.638 1.650 -2.732 1.795 -3.352
C -1.205 -1.490 1.343 2.112 -7.054 0.491
H 1.281 -2.318 1.218 -0.516 0.472 0.378
C -2.317 -1.803 2.357 -0.356 0.027 -0.296
H -1.458 -1.985 0.398 -0.294 0.479 0.199
C -1.944 -2.643 3.575 0.186 0.026 0.345
H -2.785 -0.871 2.721 0.143 -0.070 -0.119
H -3.119 -2.339 1.814 0.226 0.121 0.124
C -1.104 -3.881 3.274 0.553 0.170 -0.058
H -1.410 -2.025 4.310 -0.094 -0.174 -0.238
H -2.879 -2.961 4.056 0.036 0.109 0.000
C 0.319 -3.507 2.795 -0.266 -0.239 1.712
H -1.032 -4.475 4.192 0.005 -0.008 -0.041
H -1.599 -4.498 2.515 -0.009 0.000 -0.116
H 0.823 -2.991 3.641 -0.119 -0.562 0.478
H 0.885 -4.435 2.586 -0.138 0.170 0.167
F -0.522 0.606 4.967 0.950 -0.446 0.269
B 0.647 -0.275 5.398 -0.191 0.473 -0.553
F 1.280 0.475 6.454 -0.376 -0.405 -0.452
F 0.151 -1.472 5.817 0.192 0.179 0.209
F 1.494 -0.350 4.287 -0.355 -0.107 0.626
```
Forces are in eV/Å.

Summary:
Gap between HOMO and LUMO in eV: 3.34
Charge: -1
Largest force on an atom in eV/A: 7.38

Table of Löwdin atomic charges, one value per atom, all in e: 0.815, 1.197, -0.352, -0.280, 0.101, 0.088, -0.353, -0.390, -0.209, 0.129, -0.196, 0.099, 0.092, -0.206, 0.108, 0.114, -0.183, 0.112, 0.104, -0.196, 0.116, 0.117, 0.103, 0.104, -0.367, -0.193, 0.039, -0.190, 0.104, 0.111, -0.204, 0.109, 0.116, -0.192, 0.109, 0.106, -0.200, 0.108, 0.113, 0.107, 0.101, -0.206, 0.128, -0.192, 0.101, 0.058, -0.207, 0.108, 0.115, -0.198, 0.108, 0.103, -0.202, 0.106, 0.114, 0.105, 0.083, -0.114, -0.323, -0.024, -0.181, 0.072, -0.214, 0.103, 0.102, -0.224, 0.093, 0.100, -0.378, 0.095, 0.092, 0.079, 0.087, -0.182, -1.306, -0.047, 0.163, 0.074